A | {"formula": "C3H14N2O2", "method": "ωB97M-V/def2-TZVPD", "elements": ["N", "C", "C", "C", "N", "H", "H", "H", "H", "H", "H", "H", "H", "H", "H", "H", "H", "O", "H", "H", "O"], "xyz": [[0.56654, 1.19574, -0.32036], [0.58739, -0.07459, 0.36213], [-0.32449, -1.05591, -0.29631], [-0.45143, -2.38084, 0.45618], [-1.55603, -2.42696, 1.43074], [0.78033, 2.07498, 0.10293], [0.69641, 1.15195, -1.31866], [1.60133, -0.50395, 0.39033], [0.29663, 0.07894, 1.40120], [-0.05422, -1.20607, -1.34574], [-1.33690, -0.64428, -0.39413], [-0.52244, -3.22887, -0.22378], [0.45899, -2.52288, 1.02960], [-2.27268, -1.75996, 1.15708], [-1.22979, -2.07304, 2.32246], [-1.06381, 3.31931, 1.42716], [-0.44832, 2.34696, 2.35013], [-1.17613, 2.97952, 2.32336], [1.51354, 2.29200, -3.74179], [2.31630, 0.99881, -3.80248], [1.61878, 1.43916, -3.31006]], "homo_lumo_gap_ev": 9.209, "smiles": "NCCCN.O.O"}


B | {"formula": "C3H14N2O2", "method": "ωB97M-V/def2-TZVPD", "elements": ["C", "C", "N", "C", "N", "H", "H", "H", "H", "H", "H", "H", "H", "H", "H", "H", "H", "O", "H", "H", "O"], "xyz": [[-1.90188, -0.93136, -1.21965], [-1.10038, -0.53757, -0.00344], [-0.48265, 0.79281, -0.26421], [0.46861, 1.12117, 0.80973], [1.10748, 2.40083, 0.45055], [-2.18551, -1.98529, -1.24982], [-1.37237, -0.72367, -2.13881], [-2.82920, -0.35833, -1.30381], [-1.76943, -0.41366, 0.84740], [-0.20971, -1.13566, 0.16933], [-1.13442, 1.54918, -0.19361], [1.19854, 0.31374, 0.91973], [-0.00139, 1.24367, 1.79378], [1.93303, 2.15127, -0.09848], [1.62088, 2.70893, 1.25915], [0.89857, -1.83037, 2.40861], [0.73881, -2.96394, 1.36512], [0.99644, -2.77668, 2.27246], [1.44787, 0.56559, -2.69396], [0.91048, 0.59048, -1.31026], [1.66625, 0.21888, -1.81980]], "homo_lumo_gap_ev": 10.587, "smiles": "CCNCN.O.O"}


C | {"formula": "C3H14N2O2", "method": "ωB97M-V/def2-TZVPD", "elements": ["C", "C", "C", "N", "N", "H", "H", "H", "H", "H", "H", "H", "H", "H", "H", "H", "H", "O", "H", "H", "O"], "xyz": [[0.53523, -1.71617, -2.08301], [0.61916, -0.53271, -1.12753], [0.99191, -0.94743, 0.30190], [0.16830, -0.22238, 1.30758], [1.01812, -1.21939, -3.48272], [-0.55236, -2.08273, -2.23225], [1.20864, -2.66702, -2.03199], [-0.33314, 0.05797, -1.09085], [1.44101, 0.19808, -1.41027], [0.55779, -1.93932, 0.34074], [2.17543, -1.08722, 0.37420], [0.42421, -0.49920, 2.24248], [-0.68926, -0.78774, 1.19883], [0.94239, -2.04232, -4.08423], [0.27208, -0.59705, -3.79479], [-0.93758, 1.61974, 1.23112], [-0.68066, 3.18526, 0.73130], [-1.29479, 2.52127, 1.17026], [-2.51172, 3.06145, 4.58047], [-1.74506, 2.87175, 3.44278], [-1.60970, 2.82518, 4.41598]], "homo_lumo_gap_ev": 10.611, "smiles": "NCCCN.O.O"}


Quick one: least stable of them? C


A | {"formula": "C2H8NSe", "method": "ωB97M-V/def2-TZVPD", "elements": ["C", "C", "N", "Se", "H", "H", "H", "H", "H", "H", "H", "H"], "xyz": [[-1.48237, 0.95138, -0.00640], [2.34284, -1.12038, 0.37357], [-2.48358, 0.77604, -0.83198], [0.90936, 0.07155, -0.56845], [3.17597, -1.28404, -0.37185], [-0.85240, 1.91041, -0.06026], [2.43563, -0.95724, 1.52375], [1.77186, -2.11911, 0.34986], [-3.14663, -0.01271, -0.64105], [-2.37751, 1.29086, -1.71203], [1.59535, 1.27317, -0.61888], [-1.50151, 0.50508, 0.96678]], "homo_lumo_gap_ev": [6.343, 7.337], "multiplicity": 3, "charge": 1}


B | {"formula": "C2H8NSe", "method": "ωB97M-V/def2-TZVPD", "elements": ["C", "C", "N", "Se", "H", "H", "H", "H", "H", "H", "H", "H"], "xyz": [[-0.04550, -1.36971, 0.50251], [0.73500, -0.40259, -0.32969], [-0.53507, 1.64380, -0.14953], [2.42071, 0.06952, -0.06333], [-1.01544, -1.47083, 0.20944], [0.06009, -1.29003, 1.59573], [0.67668, -2.27238, 0.38925], [0.49007, -0.23459, -1.31400], [0.07882, 2.53395, -0.32560], [-1.27422, 1.79778, 0.48070], [-0.93284, 1.44763, -1.07099], [2.59689, -0.17264, 1.26759]], "homo_lumo_gap_ev": [8.519, 6.217], "multiplicity": 3, "charge": 1}


Quick one: least stable of them? B


A | {"formula": "C2H3ClN2O", "method": "ωB97M-V/def2-TZVPD", "elements": ["C", "C", "N", "N", "O", "Cl", "H", "H", "H"], "xyz": [[0.27435, -1.07557, 0.30145], [-0.88122, 0.65269, -0.24939], [-0.84819, -0.80349, -0.20577], [1.08771, 0.04125, 0.56981], [0.36125, 1.16358, 0.17768], [2.56550, -0.04675, -0.44362], [0.44295, -2.16212, 0.58615], [-1.28405, 1.26683, -1.18291], [-1.71830, 0.96358, 0.44660]], "homo_lumo_gap_ev": 9.412, "smiles": "ClN1C=NCO1"}


B | {"formula": "C2H3ClN2O", "method": "ωB97M-V/def2-TZVPD", "elements": ["C", "C", "N", "N", "O", "Cl", "H", "H", "H"], "xyz": [[0.53372, 0.45325, 0.27782], [-0.59267, -0.18299, 0.60237], [0.16056, -0.71005, -1.43442], [0.93751, 0.20814, -1.01352], [-0.91161, -1.03091, -0.39130], [0.51765, 2.12530, -1.75490], [1.12081, 1.17518, 0.76230], [-1.06308, -0.18285, 1.54991], [0.47239, -1.54154, -1.94129]], "homo_lumo_gap_ev": [8.054, 8.057], "smiles": "ClN1C=CON1"}


Quick one: least stable of them? B


A | {"formula": "C7H9N", "method": "ωB97M-V/def2-TZVPD", "elements": ["C", "C", "C", "C", "C", "C", "C", "N", "H", "H", "H", "H", "H", "H", "H", "H", "H"], "xyz": [[-0.19363, -0.07819, 0.53692], [-1.00559, 0.84331, 1.19790], [2.04219, -0.00385, 0.35632], [-2.42314, 0.53587, 0.65535], [-2.26097, -0.60159, -0.35684], [-0.83978, -1.01300, -0.22775], [2.53359, 0.81685, -0.74124], [2.32404, -0.91537, 1.10413], [-3.03465, 0.28839, 1.52615], [-2.81871, 1.46245, 0.01919], [-2.98166, -1.49022, -0.15695], [-2.30834, -0.19162, -1.40822], [-0.18561, -1.72867, -0.79334], [3.62351, 0.76716, -0.63490], [2.00741, 0.48604, -1.65823], [2.24908, 1.93937, -0.73273], [3.27228, -1.11693, 1.31424]], "homo_lumo_gap_ev": [6.999, 6.999]}


B | {"formula": "C7H9N", "method": "ωB97M-V/def2-TZVPD", "elements": ["C", "C", "C", "C", "C", "C", "C", "N", "H", "H", "H", "H", "H", "H", "H", "H", "H"], "xyz": [[-0.61049, -1.50113, 0.97509], [-1.31201, 0.63272, 0.56701], [-1.85431, 1.78069, 0.90430], [0.69114, -1.53044, 0.40207], [1.34004, 0.96441, -0.35453], [-0.06469, 0.65917, -0.76470], [0.85304, -0.42336, -0.70881], [-1.48544, -0.59728, 1.12895], [-0.96707, -2.34851, 1.53038], [-2.50302, 2.07762, 1.72999], [-1.37099, 2.53975, 0.44000], [1.38220, -1.67396, 1.28053], [0.77017, -2.47695, -0.21617], [2.15228, 1.46625, -0.82746], [1.50595, 1.10428, 0.68499], [-0.57325, 1.04654, -1.64386], [1.29614, -0.83149, -1.59055]], "homo_lumo_gap_ev": 9.676, "smiles": "C=C1N=CC[C@@H]2C[C@H]12"}


Quick one: least stable of them? A


A | {"formula": "C7H9N", "method": "ωB97M-V/def2-TZVPD", "elements": ["C", "N", "C", "C", "C", "C", "C", "C", "H", "H", "H", "H", "H", "H", "H", "H", "H"], "xyz": [[2.76956, 0.43993, 0.30621], [1.80171, -0.48763, -0.21242], [0.44321, -0.23980, -0.06433], [-0.03334, 1.01973, 0.29823], [-1.39417, 1.26491, 0.27547], [-2.31089, 0.29275, -0.09872], [-1.83478, -0.98068, -0.37769], [-0.48148, -1.24124, -0.34356], [2.83192, 1.31980, -0.32571], [3.75581, -0.02254, 0.34820], [2.57435, 0.76767, 1.33783], [2.02632, -1.46554, -0.12368], [0.62399, 1.81603, 0.60242], [-1.74137, 2.25237, 0.57253], [-3.36490, 0.51006, -0.10780], [-2.55718, -1.73830, -0.63338], [-0.14558, -2.25657, -0.51170]], "homo_lumo_gap_ev": 8.870, "smiles": "CNc1ccccc1"}


B | {"formula": "C7H9N", "method": "ωB97M-V/def2-TZVPD", "elements": ["C", "C", "C", "C", "C", "C", "C", "H", "H", "H", "H", "H", "H", "H", "H", "H", "N"], "xyz": [[-1.38278, -0.66718, -0.51340], [-1.15624, 0.68377, 0.30391], [0.20136, 1.40054, 0.04022], [1.22808, 0.75759, -0.67713], [1.32056, -0.68207, 0.03447], [0.08286, -1.44911, -0.17332], [-0.12301, 0.37746, 1.20760], [-1.76810, -0.59781, -1.69532], [-2.43125, -1.05949, -0.25910], [-2.26374, 0.92779, 0.49797], [0.07777, 2.38238, 0.23590], [2.33145, 1.24088, -0.77676], [0.82412, 0.47538, -1.67247], [2.46042, -1.10290, 0.30330], [0.27821, -2.56843, -0.27195], [-0.20423, 0.78139, 2.18308], [0.52452, -0.90018, 1.23298]], "homo_lumo_gap_ev": 10.026, "smiles": "C1[C@H]2[C@H]3C[C@H]4[C@@H]1N4[C@H]32"}


C | {"formula": "C7H9N", "method": "ωB97M-V/def2-TZVPD", "elements": ["C", "C", "C", "C", "C", "C", "C", "H", "H", "H", "H", "H", "H", "H", "H", "H", "N"], "xyz": [[2.69691, 0.22149, 0.40566], [0.45132, -0.25053, -0.16372], [-0.48203, -1.26258, -0.01674], [-1.82114, -1.02747, 0.16473], [-2.27680, 0.26468, 0.15037], [-1.34702, 1.40848, -0.02750], [-0.03382, 1.02557, -0.21164], [2.64587, 1.28768, 0.23614], [2.40766, 0.20976, 1.67059], [3.99861, 0.18362, 0.39840], [2.14804, -0.50516, -1.48895], [-0.01076, -2.39599, 0.04731], [-2.61594, -1.93144, 0.14808], [-3.41056, 0.52164, 0.18689], [-1.67332, 2.27594, -0.09015], [0.67208, 1.86563, -0.47844], [1.81627, -0.54135, -0.34813]], "homo_lumo_gap_ev": 9.601, "smiles": "CNc1ccccc1"}


Quick one: least stable of them? B


A | {"formula": "C7H9N", "method": "ωB97M-V/def2-TZVPD", "elements": ["C", "C", "C", "C", "C", "C", "C", "H", "H", "H", "H", "H", "H", "H", "H", "H", "N"], "xyz": [[1.59565, 0.90806, -0.12360], [-0.03280, 1.00873, 0.07025], [-0.77696, 0.01475, -0.97518], [-1.73953, -0.11071, 0.14200], [-0.60869, 0.06444, 1.08769], [1.44849, -0.64150, 0.05299], [0.27006, -1.19302, -0.56739], [2.28411, 0.72335, -1.04202], [2.04545, 1.63835, 0.65822], [-0.68127, 1.83591, 0.17114], [-1.12572, 0.35057, -1.86516], [-2.25537, -1.09297, -0.08923], [-2.35112, 0.85839, 0.16782], [-0.53727, 0.32833, 2.17430], [2.32790, -1.37468, 0.17443], [-0.27118, -2.19005, -0.92132], [0.40823, -1.12794, 0.88506]], "homo_lumo_gap_ev": 10.436}


B | {"formula": "C7H9N", "method": "ωB97M-V/def2-TZVPD", "elements": ["C", "N", "C", "C", "C", "C", "C", "C", "H", "H", "H", "H", "H", "H", "H", "H", "H"], "xyz": [[-2.49485, 0.08452, -0.35827], [0.60775, -1.51809, 0.82846], [1.32035, -0.69912, 0.04332], [0.07759, 0.72550, -0.18083], [2.38556, -0.76218, -0.72780], [0.43306, 1.72600, 0.67764], [-0.77357, -1.43949, 0.75324], [-1.15610, -0.32333, 0.14367], [1.06433, -2.02509, 1.57653], [0.15464, 0.97199, -1.24054], [2.81004, 0.14124, -1.14416], [2.85988, -1.70771, -0.96302], [-2.49662, 0.19559, -1.44819], [-2.78440, 1.05665, 0.05867], [-3.24203, -0.65955, -0.08599], [0.36498, 1.58449, 1.74946], [0.86940, 2.64858, 0.31784]], "homo_lumo_gap_ev": [7.580, 6.474]}


Quick one: least stable of them? B